1.
Computed, not measured: an isolated molecule of C5H7NO at a distorted geometry, with the ωB97M-V functional and the def2-TZVPD basis.

## Properties
* SMILES string: Cn1cccc1O
* LUMO: 0.78 eV
* ΔE to the lowest compared entry with this formula, charge and spin: 1.946 eV
* E: -8834.257 eV

Geometry (Å):
O: 0.07 2.10 0.21
N: -0.42 -0.14 0.20
C: 1.49 -1.13 -0.31
C: 1.71 0.28 -0.40
C: -1.81 0.09 0.48
C: 0.19 -1.37 -0.02
C: 0.49 0.84 -0.01
H: -0.39 -2.28 -0.04
H: -1.93 0.58 1.45
H: 2.02 0.34 -1.43
H: -2.25 0.72 -0.30
H: 0.85 2.68 0.21
H: -2.32 -0.88 0.49
H: 2.28 -1.84 -0.55

2.
Computed, not measured: a cluster of 2 separate species, C5H7NO in total, with the ωB97M-V functional and the def2-TZVPD basis.

## Properties
* SMILES string: C=C=C1[C@H]2CN12.O
* LUMO: 0.94 eV
* ΔE to the lowest compared entry with this formula, charge and spin: 4.695 eV
* E: -8831.508 eV

Geometry (Å):
O: 0.89 -2.25 1.32
N: 1.03 -0.12 -0.64
C: 1.00 0.52 -1.97
C: -0.16 -0.28 -1.55
C: -0.94 0.76 0.77
C: -1.60 1.19 1.81
C: -0.28 0.32 -0.25
H: -0.51 -1.25 -1.90
H: 0.46 -1.64 1.92
H: -1.99 0.51 2.56
H: 0.91 1.60 -2.02
H: -1.80 2.25 1.96
H: 1.70 0.07 -2.67
H: 1.30 -1.67 0.66